1.
{"formula": "C43H49N2P2PtS2Si", "method": "the ωB97M-V functional and the def2-TZVPD basis", "symbols": ["Pt", "C", "S", "C", "C", "C", "N", "P", "C", "C", "C", "C", "C", "C", "C", "C", "C", "C", "C", "C", "P", "C", "C", "C", "C", "C", "C", "C", "C", "C", "C", "C", "C", "H", "H", "H", "H", "H", "H", "H", "H", "H", "H", "H", "H", "H", "H", "H", "H", "H", "H", "H", "H", "H", "H", "H", "H", "H", "H", "H", "H", "H", "N", "S", "C", "C", "C", "C", "C", "C", "C", "C", "C", "C", "C", "C", "H", "H", "H", "H", "H", "H", "H", "H", "H", "H", "H", "C", "Si", "C", "C", "H", "H", "H", "H", "H", "H", "H", "H", "H"], "xyz": [[-0.6661, 1.3788, -0.2659], [1.7659, -6.3252, 0.6991], [0.0694, -6.3510, 1.3329], [-0.1541, -4.5805, 1.6809], [-0.1734, -3.7456, 0.4070], [-0.6663, -2.3153, 0.6107], [-0.8453, -1.6597, -0.7093], [-2.2697, -0.6100, -0.7455], [-2.4467, -0.2646, -2.5337], [-2.3906, 1.0503, -2.9874], [-2.6433, 1.3418, -4.3196], [-2.9423, 0.3178, -5.2044], [-2.9783, -0.9996, -4.7629], [-2.7453, -1.2895, -3.4308], [-3.7230, -1.7001, -0.5905], [-4.9298, -1.0041, -0.7089], [-6.1377, -1.6656, -0.5898], [-6.1548, -3.0239, -0.2996], [-4.9606, -3.7076, -0.1335], [-3.7459, -3.0526, -0.2745], [0.3545, -0.5136, -1.2264], [0.6639, -1.0242, -2.9518], [0.9968, -2.3562, -3.1905], [1.2753, -2.7769, -4.4791], [1.2038, -1.8754, -5.5340], [0.8872, -0.5477, -5.2953], [0.6348, -0.1167, -4.0008], [2.0464, -0.7882, -0.5752], [2.5110, -1.5919, 0.4612], [3.8377, -1.5109, 0.8718], [4.7127, -0.6300, 0.2623], [4.2590, 0.1824, -0.7702], [2.9432, 0.1018, -1.1831], [2.1134, -7.3549, 0.6869], [2.3938, -5.7374, 1.3672], [1.7974, -5.9240, -0.3117], [0.6416, -4.2706, 2.3618], [-1.1085, -4.5221, 2.2070], [-0.8279, -4.2277, -0.3211], [0.8269, -3.7192, -0.0321], [0.0136, -1.7426, 1.2497], [-1.6295, -2.3277, 1.1276], [-2.1434, 1.8475, -2.2869], [-2.6046, 2.3667, -4.6656], [-3.1466, 0.5463, -6.2423], [-3.2016, -1.7975, -5.4589], [-2.7887, -2.3120, -3.0751], [-4.9117, 0.0622, -0.9115], [-7.0643, -1.1216, -0.7140], [-7.0962, -3.5485, -0.2095], [-4.9633, -4.7616, 0.1101], [-2.8312, -3.6173, -0.1656], [1.0331, -3.0535, -2.3620], [1.5581, -3.8057, -4.6610], [1.3995, -2.2129, -6.5432], [0.8409, 0.1571, -6.1153], [0.4041, 0.9222, -3.8077], [1.8632, -2.2960, 0.9627], [4.1815, -2.1432, 1.6806], [5.7402, -0.5628, 0.5939], [4.9302, 0.8899, -1.2392], [2.5887, 0.7504, -1.9765], [1.2299, 2.1269, 0.6062], [1.5058, 3.4280, 1.4722], [3.3026, 3.5794, 1.5333], [4.0815, 2.6055, 2.1400], [5.4585, 2.7471, 2.1302], [6.0448, 3.8432, 1.5092], [5.2556, 4.8102, 0.9051], [3.8749, 4.6770, 0.9094], [1.2841, 2.9903, 3.2176], [0.7962, 1.7431, 3.5580], [0.7029, 1.4016, 4.9006], [1.0723, 2.3164, 5.8759], [1.5128, 3.5848, 5.5188], [1.6273, 3.9267, 4.1818], [1.8111, 1.3381, 0.8758], [3.6235, 1.7503, 2.6228], [6.0756, 2.0093, 2.6258], [7.1220, 3.9417, 1.4960], [5.7097, 5.6756, 0.4419], [3.2402, 5.4150, 0.4348], [0.4902, 1.0561, 2.7767], [0.3406, 0.4231, 5.1863], [1.0110, 2.0398, 6.9197], [1.7670, 4.3051, 6.2845], [1.9849, 4.9051, 3.8828], [-2.8423, 1.4214, 2.2567], [-2.3001, 2.6355, 0.8811], [-1.6488, 4.2158, 1.7303], [-3.8249, 3.1803, -0.1164], [-3.5463, 1.9094, 2.9361], [-1.9868, 1.0891, 2.8475], [-3.3284, 0.5389, 1.8382], [-2.5100, 4.8147, 2.0369], [-1.0434, 4.8274, 1.0599], [-1.0609, 3.9858, 2.6202], [-4.5383, 3.6181, 0.5854], [-4.3242, 2.3586, -0.6329], [-3.5673, 3.9362, -0.8596]], "e_above_lowest_kcal_mol": 30.8, "total_charge": 1, "total_energy_ha": -3665.16874, "fmax_ev_per_a": 2.51}

2.
{"formula": "C43H50AsFeN2O9PS2", "method": "the ωB97M-V functional and the def2-TZVPD basis", "symbols": ["Fe", "O", "As", "O", "O", "C", "C", "C", "C", "C", "C", "S", "O", "O", "O", "H", "H", "H", "H", "H", "O", "C", "C", "C", "C", "N", "C", "C", "C", "C", "C", "C", "O", "C", "C", "N", "H", "H", "H", "H", "H", "H", "H", "H", "H", "H", "H", "H", "C", "C", "C", "C", "C", "C", "H", "H", "H", "H", "H", "C", "C", "O", "S", "C", "C", "C", "C", "C", "C", "C", "C", "H", "H", "H", "H", "H", "H", "H", "C", "C", "C", "P", "C", "C", "C", "C", "C", "C", "H", "H", "H", "H", "H", "H", "H", "H", "H", "H", "H", "H", "H", "H", "H", "H", "H", "H", "H", "H", "H"], "xyz": [[-0.0778, 0.0951, 0.2612], [-0.9146, 1.0517, 4.9016], [-1.2783, 1.8156, 3.2210], [-0.7385, 3.3130, 3.4954], [-0.4260, 0.7572, 2.3101], [-3.1634, 1.3374, 3.3930], [-3.7913, 1.2522, 4.6257], [-5.0802, 0.7491, 4.7049], [-5.7326, 0.3090, 3.5626], [-5.1043, 0.4057, 2.3295], [-3.8310, 0.9326, 2.2614], [-3.0375, 1.3965, 0.7233], [-2.2038, 2.5255, 1.1130], [-4.1143, 1.7812, -0.1766], [-2.2975, 0.2463, 0.1711], [0.0395, 0.9713, 4.8784], [-3.2600, 1.5914, 5.5037], [-5.5755, 0.6975, 5.6661], [-6.7344, -0.0941, 3.6376], [-5.5934, 0.0979, 1.4165], [0.7130, 7.2873, -0.0580], [-0.3434, 6.4300, -0.4273], [-0.0323, 4.9558, -0.3935], [-0.8709, 4.1019, -1.1201], [-0.6435, 2.7488, -1.0365], [0.3471, 2.1921, -0.3498], [1.1474, 2.9920, 0.4061], [0.9762, 4.3987, 0.3547], [2.0940, 2.3597, 1.2555], [2.7693, 2.9880, 2.3041], [3.2873, 2.2592, 3.3536], [4.1403, 2.8544, 4.4257], [5.5255, 2.5046, 4.2777], [2.8928, 0.8878, 3.4423], [2.3103, 0.2733, 2.3982], [2.2783, 0.9294, 1.1278], [1.0444, 6.9584, 0.7846], [-0.6316, 6.7279, -1.4397], [-1.2112, 6.5953, 0.2304], [-1.7039, 4.4990, -1.6821], [-1.3055, 2.0629, -1.5488], [1.6447, 5.0251, 0.9260], [2.8239, 4.0666, 2.3351], [3.8009, 2.5074, 5.4140], [4.1095, 3.9471, 4.4045], [5.5471, 1.6483, 3.8360], [2.9897, 0.3788, 4.3903], [1.9312, -0.7353, 2.4354], [5.5970, -0.4459, -1.0734], [4.6650, -1.3315, -0.5522], [3.5685, -0.8669, 0.1432], [3.3625, 0.5046, 0.3350], [4.2817, 1.3899, -0.2318], [5.3757, 0.9138, -0.9323], [6.4732, -0.8149, -1.5922], [4.7922, -2.3969, -0.6896], [2.8291, -1.5526, 0.5246], [4.1340, 2.4528, -0.1121], [6.0749, 1.6169, -1.3685], [-0.7847, -8.9168, -3.8597], [-0.8756, -9.1174, -2.3740], [-1.8680, -9.4527, -1.7513], [0.7405, -8.8842, -1.5672], [0.6343, -7.1308, -1.1992], [1.6076, -6.2722, -1.6902], [1.5593, -4.9269, -1.3842], [0.5324, -4.4103, -0.5807], [-0.4517, -5.2945, -0.1138], [-0.4000, -6.6391, -0.4151], [0.4693, -3.0324, -0.2613], [0.4046, -1.8339, -0.0178], [-1.7586, -9.0825, -4.3186], [-0.0556, -9.6131, -4.2772], [-0.4458, -7.9032, -4.0772], [2.4028, -6.6736, -2.3038], [2.3188, -4.2579, -1.7690], [-1.2559, -4.9033, 0.4940], [-1.1603, -7.3168, -0.0529], [-0.6454, 2.2720, -4.4940], [-1.1297, 0.8466, -4.2373], [-2.6183, 0.8627, -3.8763], [-0.1744, -0.0382, -2.8494], [-0.5688, -1.8347, -3.2628], [-1.8750, -2.2242, -2.5730], [-0.5560, -2.2554, -4.7312], [1.5855, 0.1327, -3.5364], [2.1930, 1.3512, -2.8460], [2.4409, -1.0901, -3.2213], [-1.2688, 2.7395, -5.2599], [0.3801, 2.2875, -4.8560], [-0.7099, 2.8737, -3.5922], [-0.9817, 0.2843, -5.1657], [-2.7679, 0.9446, -2.8000], [-3.1112, -0.0450, -4.2151], [-3.1192, 1.7090, -4.3479], [0.2259, -2.3734, -2.7371], [-2.7438, -1.8677, -3.1207], [-1.8960, -1.7926, -1.5723], [-1.9450, -3.3081, -2.4820], [-1.4481, -1.9125, -5.2518], [-0.5312, -3.3434, -4.7986], [0.3173, -1.8671, -5.2518], [1.5604, 0.2925, -4.6224], [2.1580, 1.1935, -1.7707], [1.6368, 2.2579, -3.0640], [3.2307, 1.4968, -3.1470], [2.3099, -1.3740, -2.1780], [3.4954, -0.8559, -3.3743], [2.1889, -1.9390, -3.8534]], "spin_multiplicity": 5, "s_squared": 6.0135, "total_charge": -2, "total_energy_ha": -7092.44868, "fmax_ev_per_a": 2.72}

3.
{"formula": "C43H50BIN6O4PS3SeV", "method": "the ωB97M-V functional and the def2-TZVPD basis", "symbols": ["V", "C", "C", "C", "C", "N", "C", "C", "N", "B", "N", "C", "C", "N", "C", "S", "C", "C", "C", "C", "N", "C", "C", "N", "C", "S", "C", "C", "C", "C", "C", "S", "H", "H", "H", "H", "H", "H", "H", "H", "H", "H", "H", "H", "H", "H", "H", "H", "H", "H", "H", "H", "H", "H", "H", "H", "H", "H", "H", "H", "H", "H", "H", "H", "H", "H", "I", "C", "C", "C", "C", "C", "C", "C", "C", "C", "P", "C", "C", "C", "C", "C", "C", "C", "C", "C", "C", "C", "C", "C", "H", "H", "H", "H", "H", "H", "H", "H", "H", "H", "H", "H", "H", "H", "H", "H", "O", "Se", "O", "O", "O"], "xyz": [[12.2814, -16.5971, -8.1132], [7.3764, -16.6838, -12.6606], [8.7766, -16.1937, -12.0321], [9.4831, -15.3647, -13.0910], [8.3562, -15.4362, -10.7747], [9.6255, -17.3770, -11.7049], [9.4489, -18.6548, -12.2631], [10.5713, -19.3597, -12.0080], [11.3853, -18.5191, -11.2263], [12.8272, -19.0578, -10.8961], [13.2384, -19.6383, -9.5026], [14.4311, -20.3530, -9.4150], [14.5405, -20.6961, -8.1264], [13.4337, -20.2588, -7.4444], [12.6472, -19.5959, -8.3174], [11.1520, -18.7659, -8.0052], [13.1407, -20.7463, -6.0724], [12.1397, -21.8539, -6.0899], [14.3805, -21.2769, -5.3994], [12.6930, -19.5477, -5.1895], [13.9265, -18.0291, -11.2725], [14.2752, -17.9375, -12.6078], [15.2320, -16.9937, -12.6788], [15.5639, -16.5423, -11.4051], [14.6357, -17.1366, -10.5257], [14.5799, -16.8265, -8.8122], [16.7132, -15.5930, -11.0706], [16.2681, -14.3343, -10.3685], [17.6899, -16.2795, -10.1059], [17.4299, -15.3143, -12.3781], [10.8405, -17.3494, -11.0836], [11.6763, -16.0296, -10.3349], [6.8852, -15.7626, -12.9488], [6.7999, -17.2086, -11.9671], [7.4480, -17.3018, -13.5008], [8.8981, -14.4910, -13.3540], [9.6448, -15.8659, -14.0189], [10.5316, -15.1221, -12.7977], [7.8403, -14.5089, -11.0605], [9.1996, -15.0639, -10.2189], [7.6318, -15.9906, -10.2345], [8.5616, -18.8831, -12.8008], [10.8298, -20.3967, -12.1925], [12.9878, -19.9561, -11.6762], [14.9653, -20.5857, -10.3501], [15.3279, -21.1087, -7.5615], [12.4554, -22.6948, -6.6755], [11.1523, -21.5147, -6.4458], [11.9619, -22.2632, -5.0258], [14.8109, -22.2509, -5.7019], [14.2387, -21.5120, -4.2946], [15.2443, -20.6016, -5.4015], [11.8285, -18.9862, -5.5181], [13.4873, -18.8452, -5.0394], [12.5525, -19.8920, -4.1898], [13.8158, -18.5247, -13.3868], [15.7793, -16.6461, -13.5275], [15.7024, -14.5422, -9.4597], [15.6906, -13.6074, -10.9329], [17.1785, -13.8387, -10.0414], [17.1443, -16.6834, -9.2466], [18.4695, -15.6024, -9.8414], [18.1390, -17.1180, -10.5726], [16.8673, -14.6033, -12.9822], [17.7393, -16.1776, -12.9382], [18.3034, -14.6799, -12.1232], [7.4699, -17.6336, -7.1386], [7.7024, -16.6168, -5.3544], [8.3160, -17.3896, -4.3896], [8.4759, -17.0756, -3.0439], [7.9405, -15.9151, -2.5762], [7.2617, -15.0627, -3.5207], [6.7804, -13.8885, -2.9484], [6.0013, -13.0233, -3.7120], [5.9583, -13.2656, -5.0698], [6.4705, -14.3770, -5.6572], [6.8940, -14.3124, -7.4499], [5.3179, -13.8505, -8.3310], [5.2809, -12.8451, -9.3445], [4.1949, -12.6700, -10.1614], [2.9974, -13.2772, -9.8414], [2.9575, -14.1596, -8.8019], [4.1024, -14.5004, -8.0487], [7.8912, -12.7405, -7.4766], [9.2566, -12.8863, -7.6716], [10.0772, -11.7337, -7.6630], [9.5912, -10.4691, -7.4545], [8.2415, -10.3443, -7.0827], [7.3992, -11.4182, -7.1866], [7.1588, -15.3456, -4.8819], [8.5980, -18.4438, -4.6339], [8.9012, -17.8065, -2.3473], [7.9041, -15.6171, -1.5294], [6.9649, -13.7579, -1.8914], [5.5007, -12.2092, -3.2330], [5.4273, -12.4950, -5.6241], [6.1803, -12.3021, -9.5528], [4.1622, -12.0038, -11.0257], [2.1253, -13.0439, -10.4410], [2.0720, -14.7361, -8.5879], [4.1212, -15.3424, -7.3861], [9.7230, -13.8828, -7.8879], [11.0881, -11.8972, -8.0286], [10.2948, -9.6396, -7.4999], [7.8603, -9.3738, -6.8229], [6.3758, -11.3640, -6.9497], [10.9477, -15.9283, -4.7455], [12.0610, -15.2996, -5.7202], [12.9108, -14.0474, -5.3016], [11.3940, -15.1532, -7.4504], [13.0333, -16.6109, -6.3276]], "spin_multiplicity": 3, "s_squared": 2.0172, "e_above_lowest_kcal_mol": 0.0, "total_energy_ha": -7502.01870, "fmax_ev_per_a": 3.71}

4.
{"formula": "C43H50CrN2O4Si2", "method": "the ωB97M-V functional and the def2-TZVPD basis", "symbols": ["Cr", "C", "C", "C", "O", "C", "C", "O", "C", "O", "C", "C", "C", "C", "C", "C", "C", "C", "C", "C", "C", "C", "C", "O", "C", "C", "C", "C", "C", "C", "C", "C", "C", "C", "C", "C", "H", "H", "H", "H", "H", "H", "H", "H", "H", "H", "H", "H", "H", "H", "H", "H", "H", "H", "H", "H", "H", "H", "H", "H", "H", "H", "H", "H", "C", "Si", "C", "C", "N", "C", "C", "C", "C", "C", "C", "N", "Si", "C", "C", "C", "H", "H", "H", "H", "H", "H", "H", "H", "H", "H", "H", "H", "H", "H", "H", "H", "H", "H", "H", "H", "H", "H"], "xyz": [[1.3028, 0.6832, 0.3302], [-1.1797, -4.7366, -0.5654], [-2.0812, -3.5272, -0.8329], [-3.4392, -3.9614, -1.3491], [-2.2626, -2.7420, 0.3217], [-1.0750, -1.9415, 0.4217], [-0.6911, -1.6803, -1.0696], [-1.4771, -2.6714, -1.7734], [-0.7352, -0.3339, -1.8231], [0.2029, 0.5046, -1.2907], [-2.0926, 0.3615, -1.9439], [-2.0775, 1.6708, -2.4179], [-3.2570, 2.3673, -2.6259], [-4.4798, 1.7603, -2.3648], [-4.5032, 0.4625, -1.8778], [-3.3171, -0.2318, -1.6686], [-0.2997, -0.6975, -3.2773], [1.0552, -0.6247, -3.5836], [1.5173, -0.9599, -4.8489], [0.6285, -1.3653, -5.8354], [-0.7273, -1.4318, -5.5403], [-1.1852, -1.1025, -4.2723], [-1.1980, -0.8712, 1.5310], [-0.0508, -0.1332, 1.5975], [-2.4542, 0.0059, 1.3799], [-2.3087, 1.3298, 0.9931], [-3.4102, 2.1691, 0.9100], [-4.6772, 1.6894, 1.2066], [-4.8349, 0.3618, 1.5848], [-3.7287, -0.4713, 1.6759], [-1.3203, -1.5791, 2.9117], [-1.3771, -2.9485, 3.1402], [-1.4161, -3.4569, 4.4370], [-1.4025, -2.6070, 5.5289], [-1.3414, -1.2329, 5.3116], [-1.2975, -0.7340, 4.0233], [-1.6129, -5.3673, 0.2133], [-0.1819, -4.4254, -0.2584], [-1.0823, -5.3166, -1.4838], [-3.9194, -4.6194, -0.6240], [-3.3182, -4.4941, -2.2924], [-4.0661, -3.0868, -1.5125], [-0.2626, -2.5799, 0.7922], [0.3610, -1.9484, -1.1590], [-1.1165, 2.1344, -2.6032], [-3.2213, 3.3899, -2.9844], [-5.4053, 2.3044, -2.5175], [-5.4470, -0.0101, -1.6303], [-3.3512, -1.2273, -1.2517], [1.7317, -0.2733, -2.8134], [2.5776, -0.8963, -5.0662], [0.9871, -1.6197, -6.8265], [-1.4334, -1.7407, -6.3036], [-2.2437, -1.1618, -4.0506], [-1.3131, 1.6859, 0.7678], [-3.2712, 3.1972, 0.5972], [-5.5401, 2.3426, 1.1371], [-5.8211, -0.0236, 1.8200], [-3.8529, -1.5024, 1.9849], [-1.4079, -3.6387, 2.3097], [-1.4560, -4.5305, 4.5861], [-1.4318, -3.0038, 6.5371], [-1.3192, -0.5509, 6.1538], [-1.2255, 0.3331, 3.8522], [0.0098, 2.8893, 3.1033], [0.8735, 3.6562, 1.6064], [-0.4088, 3.9840, 0.2464], [1.3233, 5.4192, 2.1816], [2.0822, 2.6247, 1.0277], [3.4281, 2.7752, 0.8285], [4.1684, 3.9242, 1.1441], [5.5374, 4.0275, 0.8985], [6.2119, 2.9676, 0.3213], [5.5043, 1.8065, 0.0035], [4.1358, 1.6636, 0.2503], [3.4048, 0.5179, -0.0134], [4.1332, -0.9717, -0.3642], [5.0325, -1.1090, -2.0374], [2.8502, -2.3513, -0.4486], [5.3667, -1.5495, 0.9601], [-1.0381, 3.1950, 3.1818], [0.5218, 3.1878, 4.0236], [0.0438, 1.8004, 3.0287], [-1.3367, 4.4081, 0.6444], [-0.6462, 3.0756, -0.3127], [0.0071, 4.6996, -0.4700], [0.3974, 5.9160, 2.4926], [1.7727, 6.0182, 1.3864], [2.0037, 5.4142, 3.0367], [3.6551, 4.7605, 1.5979], [6.0606, 4.9422, 1.1601], [7.2753, 3.0268, 0.1123], [6.0403, 0.9847, -0.4575], [4.3589, -0.7864, -2.8366], [5.3088, -2.1504, -2.2329], [5.9354, -0.4996, -2.1004], [2.2758, -2.3079, -1.3756], [2.1653, -2.3107, 0.4031], [3.3625, -3.3191, -0.4291], [6.2199, -0.8783, 1.0684], [5.7412, -2.5516, 0.7270], [4.8564, -1.5946, 1.9259]], "spin_multiplicity": 5, "s_squared": 6.0116, "total_charge": -2, "total_energy_ha": -3702.69284, "fmax_ev_per_a": 0.49}